Record 1
Below is 21 unconnected molecules or ions with the total composition C42H126O21 at a distorted geometry, with properties calculated with ωB97M-V/def2-TZVPD.

```
189
C42H126O21 (ωB97M-V/def2-TZVPD)
C 18.63 8.96 17.80
C 17.70 7.80 17.89
O 18.30 6.58 18.34
H 19.42 8.86 17.04
H 19.10 9.21 18.73
H 18.06 9.84 17.46
H 17.18 7.64 16.95
H 16.90 7.98 18.61
H 18.88 6.35 17.60
C 21.30 14.60 13.31
C 22.06 15.62 14.08
O 22.43 15.07 15.35
H 20.48 14.26 13.95
H 22.00 13.81 13.04
H 20.84 14.98 12.39
H 21.50 16.54 14.29
H 22.98 15.94 13.59
H 23.03 15.66 15.81
C 17.40 18.10 8.94
C 18.73 17.99 9.69
O 18.90 16.86 10.52
H 17.22 17.23 8.31
H 17.41 18.96 8.26
H 16.59 18.35 9.61
H 18.78 18.91 10.28
H 19.51 18.00 8.93
H 18.24 17.01 11.21
C 8.72 15.87 13.16
C 8.99 15.73 11.72
O 7.93 16.35 11.03
H 8.68 16.94 13.41
H 9.48 15.32 13.72
H 7.76 15.45 13.43
H 9.12 14.67 11.49
H 9.97 16.19 11.54
H 8.13 16.17 10.11
C 16.43 12.21 21.84
C 17.01 11.13 20.91
O 16.36 9.87 21.05
H 16.52 12.01 22.92
H 15.36 12.37 21.69
H 16.96 13.15 21.69
H 18.08 11.08 21.15
H 16.89 11.46 19.88
H 16.38 9.56 21.96
C 20.83 15.14 21.56
C 19.47 14.59 21.95
O 18.40 15.11 21.22
H 20.86 16.20 21.75
H 20.99 14.82 20.52
H 21.59 14.69 22.22
H 19.23 14.76 23.00
H 19.45 13.49 21.81
H 18.44 14.71 20.33
C 20.15 11.15 14.77
C 19.21 11.49 13.55
O 19.88 11.26 12.32
H 19.68 11.47 15.70
H 21.07 11.72 14.60
H 20.40 10.09 14.72
H 18.91 12.54 13.60
H 18.31 10.88 13.60
H 19.26 11.17 11.57
C 18.86 16.53 17.91
C 17.99 15.32 17.91
O 18.52 14.17 18.57
H 19.05 16.93 18.91
H 18.37 17.32 17.35
H 19.79 16.35 17.36
H 17.76 15.04 16.87
H 17.05 15.53 18.41
H 19.30 13.89 18.04
C 16.60 13.10 14.98
C 15.43 13.36 15.90
O 14.59 14.29 15.22
H 16.21 12.69 14.04
H 17.32 12.43 15.44
H 17.12 14.04 14.77
H 15.76 13.75 16.87
H 14.87 12.46 16.11
H 13.79 14.50 15.78
C 13.10 15.31 10.59
C 13.73 15.51 11.96
O 13.40 14.37 12.76
H 13.56 14.47 10.07
H 13.18 16.20 9.97
H 12.04 15.14 10.71
H 13.37 16.43 12.43
H 14.81 15.61 11.81
H 13.94 14.35 13.60
C 18.45 7.86 13.70
C 18.15 8.14 12.21
O 16.74 8.16 12.13
H 18.00 8.62 14.33
H 19.52 7.89 13.89
H 17.98 6.91 13.95
H 18.52 7.31 11.61
H 18.58 9.11 11.93
H 16.41 8.14 11.23
C 10.49 17.64 17.45
C 9.43 16.58 17.21
O 9.98 15.33 17.55
H 10.84 17.65 18.49
H 10.14 18.65 17.24
H 11.34 17.42 16.79
H 9.17 16.56 16.15
H 8.55 16.79 17.80
H 9.37 14.64 17.34
C 18.58 16.69 14.05
C 17.19 17.21 13.88
O 16.99 17.53 12.51
H 19.35 17.44 13.82
H 18.77 15.80 13.45
H 18.64 16.41 15.10
H 16.97 18.11 14.47
H 16.49 16.42 14.13
H 16.15 17.98 12.32
C 13.69 9.93 14.57
C 14.90 8.99 14.71
O 14.76 7.74 14.06
H 12.74 9.47 14.89
H 13.58 10.25 13.54
H 13.86 10.82 15.17
H 15.03 8.81 15.79
H 15.82 9.46 14.35
H 15.41 7.63 13.37
C 14.20 17.92 15.69
C 15.34 17.91 16.70
O 15.95 19.16 16.69
H 13.68 16.97 15.64
H 14.51 18.21 14.69
H 13.53 18.74 15.94
H 16.06 17.10 16.55
H 14.94 17.68 17.69
H 16.67 19.21 17.33
C 13.87 10.32 10.44
C 13.89 11.22 9.23
O 14.87 10.76 8.33
H 13.72 9.28 10.16
H 13.13 10.57 11.18
H 14.85 10.28 10.93
H 14.10 12.24 9.56
H 12.90 11.22 8.77
H 14.65 11.18 7.49
C 13.57 8.49 18.32
C 13.86 10.01 18.11
O 13.79 10.78 19.30
H 13.58 7.94 17.38
H 12.55 8.35 18.68
H 14.27 7.98 18.99
H 13.14 10.45 17.42
H 14.88 10.07 17.73
H 14.29 10.34 19.99
C 10.47 11.59 15.38
C 11.39 12.67 14.77
O 11.47 12.38 13.41
H 10.94 10.64 15.20
H 9.47 11.60 14.92
H 10.30 11.80 16.44
H 12.34 12.59 15.30
H 10.93 13.63 14.94
H 12.00 13.09 13.01
C 18.02 13.59 10.54
C 17.13 12.39 10.18
O 17.71 11.12 10.50
H 18.96 13.52 10.02
H 18.18 13.71 11.61
H 17.45 14.49 10.33
H 16.84 12.41 9.12
H 16.17 12.40 10.71
H 17.23 10.44 10.02
C 13.06 14.70 19.56
C 12.81 13.85 18.31
O 12.66 14.62 17.11
H 13.97 15.28 19.40
H 13.14 14.07 20.46
H 12.25 15.40 19.75
H 11.89 13.30 18.55
H 13.60 13.12 18.12
H 11.75 14.94 17.10
C 20.96 12.05 18.65
C 21.63 12.83 17.58
O 20.67 13.68 16.93
H 20.67 12.74 19.45
H 21.71 11.38 19.09
H 20.13 11.50 18.24
H 22.06 12.17 16.84
H 22.39 13.50 17.99
H 21.09 14.25 16.25
```

Output
LUMO, eV: 0.41
E, Ha: -3255.6780
Orbital gap, eV: 9.86
Molar mass, g/mol: 967.45

---

Record 2
Below is 10 unconnected molecules or ions with the total composition C42H70N2O11 at a distorted geometry, with properties calculated with ωB97M-V/def2-TZVPD.

```
125
C42H70N2O11 (ωB97M-V/def2-TZVPD)
C 0.00 -3.42 -0.42
C -0.61 -3.38 -1.86
N -0.32 -2.14 -2.64
C -0.33 -0.94 -1.85
C 0.97 -0.46 -1.34
C 1.15 0.73 -0.53
C -0.04 1.52 -0.23
C -1.37 1.10 -0.75
C -1.55 -0.14 -1.54
N -2.85 -0.55 -2.01
C -3.65 -0.93 -1.07
C -5.04 -0.20 -0.89
C -3.39 -2.12 -0.07
C -2.54 2.07 -0.40
O -3.46 2.34 -1.14
C -2.46 2.76 1.01
C -1.24 3.12 1.48
C 0.05 2.82 0.64
O 1.03 3.53 0.65
H -0.53 -2.72 0.27
H 1.08 -3.10 -0.41
H -0.09 -4.47 -0.03
H -1.71 -3.65 -1.84
H -0.13 -4.23 -2.43
H -1.13 -2.03 -3.27
H 1.87 -1.09 -1.59
H 2.14 1.05 -0.14
H -5.13 0.58 -1.68
H -5.88 -0.92 -1.04
H -5.02 0.24 0.15
H -2.49 -1.98 0.58
H -4.27 -2.20 0.63
H -3.38 -3.09 -0.63
H -3.41 2.93 1.58
H -1.18 3.63 2.47
C 4.06 2.80 -2.85
C 3.28 1.93 -3.79
C 2.54 2.61 -4.91
O 3.25 0.72 -3.66
H 4.54 2.18 -2.09
H 4.84 3.35 -3.40
H 3.39 3.50 -2.35
H 3.25 3.14 -5.55
H 1.81 3.30 -4.51
H 2.03 1.86 -5.51
C -8.55 1.97 -1.17
C -9.01 0.76 -1.95
C -10.48 0.65 -2.26
O -8.22 -0.08 -2.31
H -7.48 1.92 -1.02
H -8.79 2.88 -1.72
H -9.05 1.99 -0.19
H -10.79 1.50 -2.86
H -11.05 0.61 -1.33
H -10.66 -0.27 -2.82
C 3.56 -2.08 -4.27
C 4.03 -3.10 -5.27
C 5.52 -3.20 -5.51
O 3.25 -3.82 -5.86
H 2.48 -2.12 -4.19
H 3.99 -2.30 -3.29
H 3.85 -1.08 -4.59
H 6.03 -3.46 -4.59
H 5.89 -2.25 -5.89
H 5.71 -3.97 -6.25
C 9.59 -3.69 -2.63
C 8.96 -2.46 -3.25
C 9.80 -1.20 -3.28
O 7.84 -2.48 -3.69
H 8.87 -4.51 -2.68
H 10.48 -3.97 -3.19
H 9.84 -3.50 -1.59
H 10.70 -1.38 -3.87
H 10.06 -0.90 -2.26
H 9.23 -0.40 -3.75
C -0.46 3.27 6.38
C -1.25 4.25 5.55
C -1.72 5.51 6.23
O -1.49 4.04 4.38
H -0.18 2.42 5.76
H 0.45 3.74 6.75
H -1.06 2.92 7.21
H -0.87 6.08 6.60
H -2.38 5.25 7.06
H -2.27 6.12 5.52
C 4.94 6.27 -0.80
C 4.72 6.79 -2.20
C 3.92 8.06 -2.35
O 5.16 6.20 -3.16
H 5.52 5.35 -0.84
H 5.49 7.01 -0.21
H 3.98 6.06 -0.32
H 4.43 8.88 -1.83
H 2.92 7.92 -1.94
H 3.84 8.31 -3.41
C -0.23 -1.51 7.97
C 0.68 -0.34 8.17
C 2.17 -0.60 8.12
O 0.25 0.78 8.37
H -1.27 -1.18 8.03
H -0.06 -1.95 6.98
H -0.06 -2.26 8.74
H 2.44 -0.99 7.14
H 2.45 -1.30 8.90
H 2.70 0.34 8.28
C -8.09 -0.70 -5.21
C -7.56 -1.74 -6.16
C -6.07 -1.82 -6.34
O -8.31 -2.49 -6.76
H -9.18 -0.76 -5.18
H -7.70 -0.89 -4.21
H -7.80 0.29 -5.55
H -5.59 -2.05 -5.39
H -5.69 -0.87 -6.73
H -5.83 -2.61 -7.06
C -0.60 -6.80 8.90
C 0.31 -5.62 9.10
C 1.79 -5.88 9.05
O -0.13 -4.51 9.30
H -1.64 -6.47 8.96
H -0.43 -7.24 7.92
H -0.43 -7.55 9.68
H 2.07 -6.28 8.08
H 2.08 -6.59 9.84
H 2.33 -4.94 9.22
```

Output
LUMO, eV: -0.29
E, Ha: -2579.3495
SMILES string: CCNc1ccc2c(c1N=C(C)C)C(=O)C=CC2=O.CC(C)=O.CC(C)=O.CC(C)=O.CC(C)=O.CC(C)=O.CC(C)=O.CC(C)=O.CC(C)=O.CC(C)=O
Orbital gap, eV: 7.60
Molar mass, g/mol: 779.03

---

Record 3
Below is a molecular structure, C4H12Cl3O4Zn at a distorted geometry, with properties calculated with ωB97M-V/def2-TZVPD.

```
24
C4H12Cl3O4Zn (ωB97M-V/def2-TZVPD)
Zn -0.30 0.18 -0.13
Cl -0.91 -3.50 -0.91
Cl 1.12 2.35 -3.03
Cl -0.52 1.58 3.35
C -5.45 2.19 -0.46
C -5.55 3.73 -0.81
O -5.85 3.91 -2.18
O -4.29 1.86 -1.24
H -6.28 1.61 -0.87
H -5.21 1.98 0.58
H -4.65 4.21 -0.43
H -6.22 4.41 -0.28
H -6.62 4.49 -2.24
H -4.49 2.24 -2.09
C 6.09 -3.42 1.18
C 5.15 -2.69 0.25
O 4.17 -1.92 0.94
O 5.44 -4.13 2.19
H 6.58 -2.62 1.73
H 6.96 -3.96 0.80
H 4.69 -3.46 -0.37
H 5.75 -2.03 -0.37
H 4.33 -2.21 1.84
H 6.06 -4.78 2.53
```

Output
Total charge: -1
LUMO, eV: -2.13
E, Ha: -3620.3205
Orbital gap, eV: 3.99
Molar mass, g/mol: 295.88

---

Record 4
Below is a single C11H17N3 molecule at a distorted geometry, with properties calculated with ωB97M-V/def2-TZVPD.

```
31
C11H17N3 (ωB97M-V/def2-TZVPD)
C -0.89 -1.28 -0.50
C -1.36 1.58 -1.09
C -2.59 1.27 -0.14
C -0.02 1.15 -0.53
C -3.89 0.93 -0.92
C 0.09 -0.39 -0.32
C -4.21 -0.50 -0.67
C 2.66 -0.44 -0.44
C 1.25 -2.49 0.15
C 1.29 -0.68 1.80
C 1.35 -0.95 0.32
N -1.93 -1.26 -1.20
N -3.05 -1.38 -1.52
N -4.85 -1.29 -0.05
H -1.60 1.19 -2.12
H -1.37 2.63 -1.15
H -2.46 0.31 0.40
H -2.89 1.96 0.62
H 0.71 1.38 -1.41
H 0.20 1.49 0.39
H -4.71 1.58 -0.78
H -3.62 1.04 -1.96
H 3.18 -1.36 -0.72
H 3.27 0.20 0.28
H 2.31 0.18 -1.31
H 0.56 -2.72 -0.59
H 2.26 -2.81 -0.13
H 0.99 -3.06 1.04
H 1.70 0.29 2.09
H 1.98 -1.30 2.27
H 0.37 -0.82 2.13
```

Output
LUMO, eV: -0.91
E, Ha: -593.3476
Orbital gap, eV: 7.34
Molar mass, g/mol: 191.28

---

Record 5
Below is a single Br2H4Si2 molecule at a distorted geometry, with properties calculated with ωB97M-V/def2-TZVPD.

```
8
Br2H4Si2 (ωB97M-V/def2-TZVPD)
Si -1.22 -0.02 -0.36
Si 0.96 0.01 0.54
Br 2.15 -1.70 -0.11
Br 2.13 1.93 0.18
H -1.14 0.97 -1.45
H -1.55 -1.43 -1.01
H -2.51 0.19 0.27
H 1.18 0.05 1.92
```

Output
LUMO, eV: -0.12
E, Ha: -5729.4504
SMILES string: [SiH3][SiH](Br)Br
Orbital gap, eV: 10.24
Molar mass, g/mol: 220.01

---

Record 6
Below is 2 unconnected molecules or ions with the total composition C2H5ClN2S at a distorted geometry, with properties calculated with ωB97M-V/def2-TZVPD.

```
11
C2H5ClN2S (ωB97M-V/def2-TZVPD)
C 0.82 0.70 -0.52
C 0.12 0.35 0.80
S 0.71 -1.41 0.92
N 1.38 -1.50 -0.57
N 1.42 -0.47 -1.19
H 0.07 1.09 -1.15
H 1.79 1.21 -0.48
H 0.59 0.77 1.61
H -0.89 0.24 0.75
Cl -3.54 -0.21 0.16
H -2.47 -0.77 -0.33
```

Output
LUMO, eV: 0.64
E, Ha: -1047.0210
SMILES string: C1CSN=N1.Cl
Orbital gap, eV: 9.97
Molar mass, g/mol: 124.60